This record from OMol25 describes C44H36BF4O6P2SV as an isolated structure in a non-equilibrium geometry. The level of theory is wB97M-V/def2-TZVPD.

Computed properties:
total charge	-1
lowest unoccupied orbital energy (spin up / spin down)	2.154 / 2.052	eV
max |F|	0.060	Eh/bohr
2S+1	4
orbital gap (spin up / spin down)	7.050 / 7.818	eV
electronic energy	-4599.35305	hartree

Cartesian coordinates (Å):
V -0.0794 0.0445 -0.3013
O -3.1472 1.2161 -0.8087
S -1.9066 1.3080 -0.0343
C -2.4612 1.1784 1.6912
C -3.6185 1.8251 2.0952
C -4.1027 1.6422 3.3789
C -3.4376 0.7906 4.2453
C -2.2972 0.1251 3.8302
C -1.7904 0.3022 2.5429
P -0.2199 -0.4921 1.9785
C 0.6411 -0.4886 3.6096
C 1.5512 0.4893 3.9794
C 2.1199 0.4832 5.2422
C 1.7808 -0.4945 6.1598
C 0.8803 -1.4821 5.7968
C 0.3219 -1.4843 4.5343
C -0.4899 -2.2853 1.9073
C -1.7147 -2.9362 1.9324
C -1.7444 -4.3187 1.8345
C -0.5657 -5.0386 1.7118
C 0.6543 -4.3811 1.6701
C 0.6973 -3.0037 1.7648
C -1.5125 3.0831 -0.1505
C -2.4944 4.0509 -0.2831
C -2.1317 5.3720 -0.4803
C -0.7898 5.7198 -0.5496
C 0.1869 4.7447 -0.4525
C -0.1696 3.4073 -0.2794
P 1.0826 2.0542 -0.1628
C 2.0724 2.9658 1.0804
C 3.3742 3.4108 0.9041
C 3.9953 4.1355 1.9065
C 3.3289 4.4122 3.0887
C 2.0304 3.9649 3.2733
C 1.4052 3.2477 2.2711
C 2.0552 2.3105 -1.6763
C 1.6322 3.0809 -2.7550
C 2.3918 3.1191 -3.9127
C 3.5634 2.3838 -4.0030
C 3.9626 1.5751 -2.9491
C 3.2054 1.5258 -1.7929
H -4.1404 2.4605 1.3962
H -4.9976 2.1601 3.6974
H -3.8111 0.6336 5.2485
H -1.7954 -0.5373 4.5186
H 1.8556 1.2340 3.2660
H 2.8452 1.2403 5.5016
H 2.2273 -0.5040 7.1448
H 0.6148 -2.2637 6.4960
H -0.3567 -2.2818 4.2627
H -2.6359 -2.3733 2.0109
H -2.6971 -4.8282 1.8292
H -0.5924 -6.1160 1.6268
H 1.5730 -4.9345 1.5516
H 1.6400 -2.4676 1.7197
H -3.5318 3.7553 -0.2573
H -2.8952 6.1290 -0.5824
H -0.5072 6.7530 -0.6919
H 1.2329 5.0133 -0.5176
H 3.9132 3.1811 -0.0024
H 5.0111 4.4768 1.7668
H 3.8247 4.9676 3.8718
H 1.5086 4.1594 4.2016
H 0.3879 2.8864 2.4011
H 0.7138 3.6489 -2.6860
H 2.0650 3.7279 -4.7452
H 4.1578 2.4245 -4.9049
H 4.8505 0.9635 -3.0396
H 3.4780 0.8698 -0.9771
O 1.0001 -3.4396 -1.2823
C 0.8438 -2.2432 -1.4592
O 1.1783 -1.3077 -0.6790
C 0.2390 -1.7966 -2.8406
C 0.7026 -0.3817 -3.1969
C 0.3293 -0.0496 -4.6566
C -1.1806 0.2214 -4.5237
C -1.3982 -0.0798 -3.0327
O -0.2023 0.4310 -2.4506
C -1.2915 -1.5972 -2.7930
C -1.9502 -1.9482 -1.4217
O -2.8729 -2.7483 -1.4071
O -1.5143 -1.3073 -0.4234
H 0.5401 -2.5474 -3.5767
H 1.7367 -0.1627 -2.9231
H 0.5591 -0.8752 -5.3280
H 0.8688 0.8349 -4.9998
H -1.7966 -0.4121 -5.1574
H -1.4148 1.2640 -4.7426
H -2.2827 0.3821 -2.5916
H -1.8167 -2.1711 -3.5602
F 4.6322 0.8956 1.6428
B 3.8198 -0.2243 1.5528
F 4.3006 -1.0707 0.5883
F 3.7356 -0.8570 2.7696
F 2.5115 0.2330 1.1791

Results of the Löwdin charge analysis, in e, for atoms 1 through 4:
1. V 0.337
2. O -0.416
3. S 0.904
4. C -0.302

=====

This record from OMol25 describes a 2-piece molecular cluster, C5H5NO2S overall in a non-equilibrium geometry. The level of theory is wB97M-V/def2-TZVPD.

Computed properties:
energy relative to the best compared isomer or geometry (same formula, charge and spin)	115.5	kcal per mole
lowest unoccupied orbital energy	-0.001	eV
max |F|	0.101	Eh/bohr
SMILES string	C=CC=C=O.ON=C=S
orbital gap	9.015	eV
electronic energy	-796.76669	hartree

Cartesian coordinates (Å):
C -0.2203 1.2401 -0.5216
C 0.3971 0.2094 -0.9727
C 0.8839 -0.9466 -0.1307
C 0.6866 -1.0216 1.1570
O 0.5287 -1.0894 2.3286
H -0.7244 1.2460 0.4878
H -0.7266 1.8681 -1.3750
H 0.6680 0.0621 -2.0045
H 1.6088 -1.6651 -0.6366
O -2.2134 -1.4021 2.9356
N -2.1973 -2.3911 2.0032
C -2.2729 -2.4556 0.7877
S -2.4562 -3.0301 -0.6073
H -1.3234 -1.1741 3.3510

Results of the natural (NBO) charge analysis, in e, for atoms 1 through 4:
1. C -0.424
2. C -0.169
3. C -0.575
4. C 0.749

=====

This record from OMol25 describes C18H11AsF5N2O3ReS5 as an isolated structure. The level of theory is wB97M-V/def2-TZVPD.

Computed properties:
energy relative to the best compared isomer or geometry (same formula, charge and spin)	0.0	kcal per mole
total charge	+2
lowest unoccupied orbital energy	-8.676	eV
max |F|	0.008	Eh/bohr
orbital gap	6.321	eV
electronic energy	-5831.49246	hartree

Cartesian coordinates (Å):
Re -1.3786 0.3695 -0.1641
C 0.0982 -5.1775 5.5627
C -0.2664 -3.8636 4.9420
C -1.1894 -3.8005 3.8915
C -1.5628 -2.5890 3.3458
C -0.9873 -1.4251 3.8504
C -0.0653 -1.4514 4.8928
C 0.2827 -2.6750 5.4309
S -1.4584 0.1052 3.1887
O -2.8507 0.1009 2.8447
O -0.8431 1.1813 3.8803
N -0.7077 0.0790 1.6105
C 0.5832 -0.4074 1.3387
C 1.7170 -0.4946 2.1060
C 2.8564 -0.9705 1.4587
C 2.8316 -1.2882 0.1061
C 1.6525 -1.1260 -0.6035
N 0.5530 -0.7204 0.0272
H -0.1828 -6.0148 4.9277
H -0.4205 -5.2915 6.5172
H 1.1663 -5.2341 5.7688
H -1.6335 -4.7142 3.5181
H -2.3060 -2.5390 2.5615
H 0.3352 -0.5275 5.2899
H 0.9827 -2.7131 6.2562
H 1.7219 -0.1952 3.1433
H 3.7782 -1.0786 2.0149
H 3.7150 -1.6583 -0.3934
H 1.5699 -1.3455 -1.6600
S -6.2351 0.1001 1.6014
As -4.5502 0.3516 0.3062
S -2.9456 -1.1511 -0.3207
S -2.9190 1.8834 0.3834
S -6.5283 0.5733 -0.5136
F 3.1887 3.9276 -3.6744
C 2.2335 3.1380 -3.2446
C 1.9290 3.1035 -1.8861
F 2.5934 3.8443 -1.0208
C 0.9128 2.2767 -1.4765
F 0.5392 2.1801 -0.1680
C 0.1881 1.4923 -2.3575
O -0.8683 0.7790 -1.8891
C 0.5160 1.5137 -3.7054
F -0.1606 0.7667 -4.5582
C 1.5350 2.3417 -4.1453
F 1.8408 2.3808 -5.4236

Results of the natural (NBO) charge analysis, in e, for atoms 1 through 4:
1. Re 1.129
2. C -0.650
3. C 0.077
4. C -0.215

=====

This record from OMol25 describes one molecule with the formula C4H4O in a non-equilibrium geometry. The level of theory is wB97M-V/def2-TZVPD.

Computed properties:
energy relative to the best compared isomer or geometry (same formula, charge and spin)	76.7	kcal per mole
lowest unoccupied orbital energy (spin up / spin down)	1.244 / -2.605	eV
max |F|	0.063	Eh/bohr
2S+1	3
orbital gap (spin up / spin down)	9.713 / 7.813	eV
electronic energy	-229.75647	hartree

Cartesian coordinates (Å):
C 1.0862 -0.6448 0.3776
C 1.8815 -0.6964 -0.6388
C -0.3914 -0.2978 0.3896
C -0.8175 0.5983 -0.7127
O -0.6759 0.9933 0.6469
H 1.4214 -0.6855 1.4608
H 0.0544 0.9481 -1.1721
H -0.8679 -1.0747 0.8740
H -1.6908 0.8596 -1.2253

Results of the natural (NBO) charge analysis, in e, for atoms 1 through 4:
1. C -0.503
2. C 0.265
3. C 0.048
4. C -0.122

=====

This record from OMol25 describes one molecule with the formula C4H7NO in a non-equilibrium geometry. The level of theory is wB97M-V/def2-TZVPD.

Computed properties:
energy relative to the best compared isomer or geometry (same formula, charge and spin)	99.6	kcal per mole
lowest unoccupied orbital energy	0.931	eV
max |F|	0.099	Eh/bohr
orbital gap	8.716	eV
electronic energy	-286.47288	hartree

Cartesian coordinates (Å):
C 1.1379 -0.7109 -0.2049
C -0.0527 -0.4567 -1.0823
O -1.2401 -0.5024 -0.2977
C -1.4166 0.6256 0.5285
C -0.2507 1.0958 1.3683
N 0.8568 0.5257 1.1001
H 2.1032 -0.4843 -0.6935
H 1.8124 0.4337 1.3501
H 1.1572 -1.7288 0.2158
H -0.1846 -1.2103 -1.8664
H 0.0521 0.5263 -1.5727
H -2.2382 0.3800 1.2119
H -1.7368 1.5063 -0.0572

Results of the natural (NBO) charge analysis, in e, for atoms 1 through 4:
1. C -0.318
2. C -0.101
3. O -0.526
4. C -0.190

=====

This record from OMol25 describes a 11-piece molecular cluster, C21H66N2O11 overall in a non-equilibrium geometry. The level of theory is wB97M-V/def2-TZVPD.

Computed properties:
energy relative to the best compared isomer or geometry (same formula, charge and spin)	89.0	kcal per mole
lowest unoccupied orbital energy	0.239	eV
max |F|	0.067	Eh/bohr
SMILES string	COC[C@H](C)N.COC[C@H](C)N.CC(C)O.CC(C)O.CO.CO.CO.CO.CO.CO.CO
orbital gap	9.366	eV
electronic energy	-1776.52091	hartree

Cartesian coordinates (Å):
C -0.9141 -8.5029 4.5277
O -2.1386 -7.8307 4.2247
C -1.9296 -6.7059 3.2897
C -3.2311 -5.8751 3.1860
C -4.4955 -6.7986 2.8884
N -3.1455 -4.9527 2.1018
H -0.5258 -9.0256 3.6536
H -1.0503 -9.2300 5.3281
H -0.3153 -7.6698 4.8959
H -1.1545 -5.9733 3.5145
H -1.6123 -7.1106 2.3286
H -3.4130 -5.2987 4.0931
H -5.4303 -6.2394 2.8481
H -4.6715 -7.5573 3.6511
H -4.3917 -7.3907 1.9792
H -3.4142 -5.4376 1.2575
H -3.9903 -4.4280 2.2781
C -2.1630 8.0089 0.8397
O -3.0262 8.6820 -0.1053
C -2.9235 10.1748 0.0239
C -4.0328 10.6102 1.1220
C -5.4884 10.4222 0.6898
N -3.8933 11.9764 1.4269
H -2.0387 6.9461 0.6317
H -2.6167 8.1826 1.8155
H -1.1566 8.4051 0.9747
H -1.8786 10.4640 0.1362
H -3.2226 10.6074 -0.9308
H -3.9468 10.1347 2.0990
H -5.6671 9.3545 0.5630
H -5.6957 10.8760 -0.2793
H -6.2239 10.6878 1.4492
H -4.6425 12.2173 2.0600
H -3.0175 12.2202 1.8671
C 5.6361 -2.1594 -7.8643
C 4.2014 -2.6197 -7.6898
C 3.1114 -2.1112 -8.6179
O 4.0572 -4.0220 -7.6389
H 6.1695 -2.3252 -8.8003
H 6.2215 -2.7383 -7.1500
H 5.9071 -1.1728 -7.4884
H 3.8464 -2.2792 -6.7171
H 2.0929 -2.3726 -8.3309
H 3.2352 -2.3184 -9.6808
H 3.0369 -1.0262 -8.5453
H 3.4338 -4.2236 -6.9371
C -0.4097 3.0515 7.3869
C -0.5030 1.7501 8.1363
C 0.8762 1.2691 8.6172
O -1.1157 1.9857 9.4666
H 0.4524 3.6156 7.7428
H -1.2900 3.6897 7.4637
H -0.2726 2.8084 6.3332
H -0.9861 0.9348 7.5977
H 1.3568 2.0718 9.1765
H 1.5583 1.1610 7.7739
H 0.8258 0.3425 9.1890
H -0.8506 2.8486 9.7933
C 7.1493 -6.5702 -2.8064
O 6.9228 -7.7062 -3.6539
H 8.0096 -6.0128 -3.1769
H 6.2746 -5.9199 -2.8160
H 7.2464 -6.9935 -1.8066
H 6.9366 -7.4802 -4.5869
C 0.2543 -7.8118 -3.9637
O 0.1344 -6.4006 -4.1922
H 1.1785 -8.0483 -3.4363
H -0.5804 -8.0140 -3.2925
H 0.1335 -8.3563 -4.9002
H 0.2391 -5.8817 -3.3913
C 1.9671 -0.7394 0.0037
O 1.2656 -1.8460 -0.6321
H 3.0120 -1.0370 -0.0841
H 1.9236 0.1815 -0.5778
H 1.8152 -0.6702 1.0809
H 0.4320 -1.8575 -0.1562
C -4.7907 -2.8497 -5.5996
O -6.1390 -2.4348 -5.6719
H -4.7230 -3.8661 -5.9875
H -4.0191 -2.1350 -5.8856
H -4.6755 -2.9040 -4.5171
H -6.3003 -2.0021 -4.8302
C 6.1805 3.0031 -3.2088
O 5.6452 4.0079 -2.3490
H 7.1252 3.2897 -3.6707
H 6.3432 2.1571 -2.5410
H 5.5032 2.6955 -4.0055
H 5.5881 4.8496 -2.8071
C -6.2488 1.5457 -0.8584
O -7.2371 0.5963 -0.9853
H -5.3362 1.0742 -0.4938
H -5.9457 1.8066 -1.8724
H -6.4550 2.4663 -0.3125
H -8.0376 0.8957 -0.5482
C 6.1384 4.9249 4.4175
O 5.2749 4.0972 3.6563
H 7.1516 5.0301 4.0296
H 5.8071 5.9403 4.6352
H 6.2972 4.4555 5.3883
H 5.4054 4.4167 2.7605

Results of the Löwdin charge analysis, in e, for atoms 1 through 4:
1. C -0.105
2. O -0.212
3. C -0.170
4. C -0.427